1.
Here is a structure of composition C3H2AgO2 in a non-equilibrium geometry from the OMol25 dataset. Energies are from the ωB97M-V functional and the def2-TZVPD basis.

Results
Lowest unoccupied orbital energy (eV): -6.52
Kohn-Sham gap (eV): 7.6

ORCA input file:
```
! wB97M-V def2-TZVPD RIJCOSX def2/J DEFGRID3
* xyz 1 1
Ag 0.3202 2.5187 -2.1824
C -0.3640 0.7842 -0.4348
H -0.2518 -1.7685 -0.6397
O 1.5245 -1.5215 0.3181
H 0.1341 0.4874 1.7740
O -1.4961 0.5673 0.3136
C 0.4187 -1.1562 0.0023
C -0.2855 0.0887 0.8490
*
```

2.
Here is a structure of composition C6H15NO6PSn in a non-equilibrium geometry from the OMol25 dataset. Energies are from the ωB97M-V functional and the def2-TZVPD basis.

Results
Lowest unoccupied orbital energy (eV): 1.31
Kohn-Sham gap (eV): 3.8

ORCA input file:
```
! wB97M-V def2-TZVPD RIJCOSX def2/J DEFGRID3
* xyz -1 1
C -12.2190 4.5770 7.5072
O -14.7780 -2.3844 12.2367
O -13.2622 3.6363 7.8312
H -9.9942 1.8984 10.4397
H -6.4565 3.4742 11.6074
H -11.7692 4.9854 9.5460
O -8.4322 3.4536 11.7485
N -10.8193 3.1456 8.9363
O -13.4200 -1.7954 10.0699
Sn -13.2640 0.8922 8.8706
H -7.1508 5.1432 11.5443
C -11.2647 4.5342 8.6915
H -9.0896 4.8885 10.5213
O -14.9788 -0.0628 11.0425
O -15.8162 -2.2551 9.8883
H -10.9875 3.2334 11.0042
H -8.0410 3.5558 9.9267
H -10.0336 3.0270 8.3129
H -7.0452 4.4782 13.0371
H -14.9272 2.7784 6.8359
H -12.7113 5.5235 7.2841
H -14.8135 4.5098 6.8088
C -14.2155 3.6000 6.7551
H -11.7313 4.2661 6.5833
P -14.7634 -1.5756 10.8574
C -8.9174 3.8122 10.5220
H -10.4670 5.2540 8.5081
C -7.2051 4.1580 12.0075
H -13.8144 3.4594 5.7514
C -10.2270 2.9506 10.2764
*
```